Formula: C3H4MgO2
Source: the Open Molecules 2025 dataset
Level of theory: ωB97M-V/def2-TZVPD

Calculated values
⟨S²⟩   0.75
HOMO-LUMO gap (alpha / beta)   0.265 / 0.304 Eh
ΔE to the lowest compared entry with this formula, charge and spin   67.7 kcal/mol

ORCA input file:
```
! RIJCOSX wB97M-V def2-TZVPD def2/J DEFGRID3
* xyz 1 2
C 0.00029 0.15330 0.98525
C 0.46574 1.20045 0.21096
H 1.53352 1.36240 0.04730
H -0.28284 1.94984 -0.06794
C -0.69958 -0.36146 -0.41716
O -0.21945 -0.94361 -1.38723
Mg -0.78832 -1.92858 -3.07800
H -1.79462 -0.24469 -0.33526
O 0.84388 -0.69764 1.55120
H 0.94138 -0.49001 2.49088
*
```

Formula: C22H53BrFN12O20P2S2
Source: the Open Molecules 2025 dataset
Level of theory: ωB97M-V/def2-TZVPD

Calculated values
HOMO-LUMO gap   0.295 Eh

ORCA input file:
```
! RIJCOSX wB97M-V def2-TZVPD def2/J DEFGRID3
* xyz 1 1
C -1.57920 1.40204 2.19271
O -0.28423 0.78353 1.77844
C 0.29272 1.78503 0.86177
C 1.52433 1.25694 -0.07121
C 1.11746 0.30889 -1.33606
C -0.11631 0.83166 -2.27017
C 0.21642 2.18412 -3.16896
C -0.27912 3.52412 -2.33658
F 0.76654 4.04379 -1.38896
N -0.93393 4.60043 -3.17821
C -1.07309 5.94066 -2.44517
C 0.01229 7.07991 -2.84147
N 1.39786 6.63020 -3.19619
C -2.23413 4.04337 -3.70212
P -3.73849 3.98424 -2.59450
S -3.57827 4.31525 -0.71353
C -2.08128 2.51786 -4.37595
N -3.02149 2.33077 -5.54246
C -3.61559 1.06826 -5.41715
S -3.81842 -0.62856 -5.69670
C -0.51237 2.16875 -4.66261
P -0.16206 0.64082 -5.72634
O -0.34858 1.13369 -7.42091
Br 2.05698 0.18588 -5.38863
H -1.99438 0.95873 3.20940
H -1.48679 2.57724 2.36317
H -2.34499 1.14897 1.32064
H -0.60551 2.27547 0.29743
H 0.74378 2.64165 1.56064
H 2.25018 2.13230 -0.43263
H 2.21267 0.58802 0.64029
H 2.06587 0.06833 -1.99458
H 0.77715 -0.74290 -0.88487
H -1.05267 0.96846 -1.54792
H -0.42134 -0.09604 -2.95837
H 1.38962 2.28351 -3.32480
H -1.14720 3.12961 -1.62088
H -0.37136 4.86597 -4.04414
H -2.13823 6.36811 -2.77581
H -1.14081 5.81454 -1.27075
H -0.48528 7.77441 -3.67559
H 0.11979 7.79757 -1.89264
H 1.55472 6.97636 -4.18911
H 1.51853 5.59974 -3.25927
H -2.51092 4.72196 -4.64700
H -4.39618 2.67829 -2.75036
H -4.72359 4.93748 -3.12625
H -2.44566 1.77699 -3.52038
H -0.05072 3.09597 -5.25865
H 0.07617 2.06214 -7.46871
C 6.80204 -0.92090 -4.22887
N 5.34609 -0.72389 -3.99435
O 5.01733 0.12664 -3.15922
O 4.57439 -1.42865 -4.65536
H 7.35936 -0.23872 -3.58337
H 7.03724 -1.95943 -3.98692
H 6.99870 -0.70376 -5.28073
C 3.12152 -4.05675 -6.25067
N 4.20858 -4.94424 -6.74492
O 4.37119 -5.01233 -7.96879
O 4.86798 -5.54742 -5.89022
H 2.62747 -3.59274 -7.10697
H 2.41929 -4.67688 -5.68967
H 3.57972 -3.29865 -5.61228
C 5.39726 -8.02290 -4.24564
N 4.65228 -8.94035 -3.34182
O 5.21251 -9.99398 -3.01788
O 3.52611 -8.57680 -2.98305
H 6.36710 -8.46738 -4.47902
H 4.80182 -7.89836 -5.15248
H 5.52415 -7.07411 -3.72035
C -1.74817 3.32567 5.72514
N -2.75991 3.96921 4.84431
O -2.35455 4.82140 4.04531
O -3.93246 3.60060 4.97987
H -0.76515 3.74383 5.49830
H -2.02846 3.53812 6.75892
H -1.76771 2.25328 5.52065
C -2.48836 0.98128 10.07612
N -2.23843 1.33029 8.65157
O -1.64293 0.49564 7.96044
O -2.64722 2.43232 8.26742
H -2.07725 -0.01090 10.27416
H -1.99214 1.73430 10.69184
H -3.56894 0.98935 10.23265
C -2.84819 4.05083 13.72119
N -3.29679 2.66223 13.43110
O -4.35425 2.28865 13.95183
O -2.57466 1.98651 12.68876
H -3.57517 4.52592 14.38333
H -1.87073 3.98731 14.20384
H -2.78753 4.58304 12.76972
C 2.85898 -7.00110 -10.24502
N 1.40303 -6.80409 -10.01050
O 1.07427 -5.95356 -9.17536
O 0.63133 -7.50886 -10.67150
H 3.41630 -6.31893 -9.59952
H 3.09418 -8.03963 -10.00306
H 3.05564 -6.78397 -11.29687
C 0.39634 -8.83356 -3.53124
N -0.61540 -8.19003 -4.41207
O -0.21004 -7.33784 -5.21107
O -1.78795 -8.55864 -4.27651
H 1.37936 -8.41541 -3.75808
H 0.11605 -8.62112 -2.49746
H 0.37680 -9.90595 -3.73573
C -4.67755 -0.11765 16.84908
N -4.14050 0.93030 17.75847
O -4.75135 1.13023 18.81480
O -3.12081 1.52255 17.38616
H -5.57132 -0.55322 17.30082
H -4.92069 0.36327 15.89934
H -3.90074 -0.87464 16.72358
*
```

Number 1: molar mass 96.4 g mol⁻¹, energy -466.89060 Ha. Number 2: molar mass 1030.7 g mol⁻¹, energy -7183.46955 Ha.